89
Properties=species:S:1:pos:R:3:forces:R:3 method="wB97M-V/def2-TZVPD" max_force_ev_per_a=7.02 multiplicity=1 e_tot_ev=-46114.63216 e_above_lowest_kj_mol=24.1
N 0.37726 -3.33103 -3.55274 0.1643 0.4596 -0.9597
C 0.16337 -4.10983 -2.51682 -6.5040 0.7617 2.5272
N 1.18136 -4.80293 -2.08190 2.1045 -2.3471 1.1446
O -1.07728 -4.10434 -1.89488 5.7856 -0.1339 -2.2986
H -0.35980 -2.70485 -3.82642 -0.0135 0.0845 -0.6108
H 1.17720 -3.52518 -4.13166 -0.1505 0.4266 -0.2164
H 0.93006 -5.35666 -1.26050 0.6174 0.0405 -0.5708
H 2.10755 -4.95656 -2.57530 -1.9986 0.4638 1.0286
C 3.06323 0.63117 -3.14804 -1.2861 -0.5034 1.0945
C 2.60896 -0.83633 -3.12842 1.5839 0.2887 1.8296
O 1.97281 -1.24362 -1.88462 1.3096 1.0590 -0.8771
H 3.98322 0.76771 -2.58743 -0.0005 0.0982 0.1156
H 2.25689 1.28312 -2.73066 0.6440 -0.3182 -0.4611
H 3.26135 0.83392 -4.17241 0.1454 0.6366 -0.9049
H 3.54056 -1.41191 -3.26301 -0.3795 -0.2407 -0.0857
H 1.93744 -1.04887 -3.90195 -0.9473 -0.1665 -1.3670
H 1.25954 -1.78038 -2.19840 -1.0568 -0.5486 0.3246
C 0.38576 3.02489 -0.91995 1.1449 0.1977 3.1269
C 0.68353 4.06181 -1.94940 0.2420 -3.2098 -0.4588
O -0.41359 3.95994 -2.81668 -0.9400 0.7853 -1.6082
H 0.25700 2.04752 -1.29578 0.2743 -1.1736 -0.9674
H -0.54023 3.16188 -0.36701 -0.2240 0.6612 -0.0950
H 1.15817 2.96180 -0.10264 -0.4256 0.0668 -0.7905
H 1.60011 3.78637 -2.46230 0.2946 0.0833 -0.1957
H 0.82233 5.00871 -1.56260 -0.1711 2.1714 0.7269
H -0.19754 3.43862 -3.60262 -0.0131 0.3110 0.3852
C 4.29716 1.10902 1.83464 -0.2978 -0.8793 -0.4444
C 3.56664 0.90673 0.47943 1.0184 0.7648 1.9701
O 4.06461 -0.19247 -0.22065 -0.0361 -0.5776 -0.6546
H 5.23400 0.65435 1.64834 1.5722 0.0529 0.0813
H 3.93543 0.59344 2.72591 -0.6607 -0.3766 -0.4945
H 4.37409 2.12600 2.15385 0.2940 0.8361 -0.2673
H 3.71032 1.80552 -0.10284 -0.2790 0.4843 -0.2630
H 2.57614 0.73439 0.76980 -2.0098 0.0209 -0.1931
H 3.42031 -0.31314 -0.94443 0.4578 -0.4673 0.6567
C -1.56470 2.52200 2.63738 -0.0293 -0.3449 0.1511
C -1.74342 3.38607 3.91360 0.9378 -0.8418 -1.3158
O -0.95703 2.80142 4.94609 0.1531 0.4141 0.4638
H -0.46626 2.35709 2.49918 -0.8341 0.4072 -0.3623
H -2.09330 2.91796 1.72512 0.7866 -0.2328 0.9540
H -1.97309 1.49888 2.83641 0.0636 0.7410 -0.1432
H -2.78086 3.44509 4.15362 -0.9055 -0.0588 0.4878
H -1.40096 4.42027 3.76198 0.1820 -0.4256 0.1386
H -1.13448 1.85816 5.05926 -0.3141 0.2881 -0.3223
C -2.07607 0.31545 -0.35598 -0.6364 1.3160 -0.5739
C -0.97057 -0.65275 -0.11086 -0.5288 1.2722 0.2470
O -0.89848 -1.37974 -1.28626 0.8825 -1.0087 -1.1237
H -3.06378 -0.07840 -0.54331 -0.2646 -0.8900 0.5650
H -1.93860 0.81899 -1.29940 0.6893 0.3392 -0.5753
H -2.17381 1.11293 0.34029 -0.0283 0.4842 0.9890
H -1.22480 -1.25065 0.74451 0.1434 -0.5204 0.4620
H -0.00993 -0.15352 0.07031 -0.1375 -0.0439 0.0360
H -1.24460 -2.26051 -1.15694 -0.1028 -0.9774 -0.3264
C 0.34347 -0.72045 3.47543 0.7895 -0.7219 -3.6273
O 1.55573 -0.04384 3.15811 0.3112 -1.8503 -0.6105
H 0.10194 -0.74047 4.46416 -0.6367 0.2543 2.9187
H 0.41347 -1.77866 3.13202 0.3379 0.8562 0.3153
H -0.42214 -0.27633 2.85672 -0.7283 0.1053 0.1963
H 1.60853 0.76922 3.60907 -0.1059 1.4857 0.9023
C -4.40091 -1.35490 3.32750 -1.0341 0.6622 -0.0953
O -3.07930 -1.01362 2.94819 -0.9251 0.8522 0.3786
H -4.82211 -2.21153 2.78312 0.4335 -0.1250 0.2315
H -5.04715 -0.52347 3.01573 0.1799 0.0090 0.0852
H -4.59705 -1.46269 4.42015 0.6207 -0.1837 -0.5836
H -2.59660 -1.80874 2.79413 0.7864 -1.1154 0.0911
C -0.66861 0.53495 -4.40455 0.7996 -0.0807 -0.3015
O -0.88987 -0.83395 -4.03361 -0.6158 0.7440 -0.6311
H 0.41393 0.57211 -4.60793 -0.0470 0.7832 0.6119
H -1.04243 1.34678 -3.70071 0.4816 -1.3163 -0.5733
H -1.05449 0.73460 -5.41073 -0.6327 -0.2610 0.3294
H -0.96660 -0.92726 -3.07939 -0.1043 0.3199 0.7554
C 1.62230 -2.76749 0.99960 0.1366 -0.5243 1.4410
O 2.23936 -3.40289 2.16348 -0.2567 0.7070 -0.2234
H 0.53795 -2.66348 1.11405 0.5263 0.3170 0.5076
H 1.73586 -3.48427 0.24475 0.2767 -0.6228 -1.7402
H 2.09942 -1.83380 0.76711 0.0713 0.4154 -0.1785
H 3.18464 -3.18250 2.11916 -0.5507 -0.0689 0.1036
C -1.50569 -4.00253 1.47817 -0.2987 1.4371 -1.1055
O -1.56260 -3.38261 2.75002 -1.6254 0.8936 -1.0401
H -0.51202 -4.28682 1.31853 1.6083 -0.3091 -0.6563
H -1.81122 -3.32750 0.61969 0.1071 -0.7674 1.3066
H -2.02402 -4.91173 1.45382 -1.4411 -1.1649 -0.0860
H -0.87092 -3.78812 3.21487 1.3931 -0.5325 1.4865
C -3.22858 4.20411 -0.79497 -1.6928 0.3080 1.1073
O -2.24825 5.18661 -0.87906 1.2310 -0.3905 -1.6446
H -4.20867 4.71888 -0.64894 0.5133 -0.7267 -0.2651
H -2.99742 3.62742 0.07098 -0.3543 -0.6728 1.0655
H -3.25216 3.45326 -1.58002 -0.0905 0.3748 -0.6994
H -1.65097 4.72419 -1.50357 0.2204 1.1794 0.2492